No. 1
Molecular formula: C16H31CaN2O2S2
Method: DFT, the ωB97M-V functional and the def2-TZVPD basis

Each line ends with the natural charge from an NBO analysis.
Geometry (Å):
C  2.6819  0.0143  3.9702  -0.63
C  3.2872  -0.3022  2.5182  -0.42
C  4.0176  0.9275  1.8090  -0.42
C  3.0659  1.8688  0.9268  -0.24
N  1.7691  1.2484  0.5194  -0.51
C  0.9224  2.3261  -0.1413  -0.22
C  -0.6420  2.1954  0.2768  -0.43
C  -1.5883  2.0534  -1.0438  -0.43
C  -2.5142  0.7404  -0.9781  -0.49
C  -3.9496  0.9999  -0.2787  0.37
N  -3.6302  1.4244  1.0811  -0.73
C  -4.6627  -0.4448  -0.2884  -0.49
C  -6.0282  -0.4862  0.5649  -0.52
C  -6.5446  -1.9945  0.7861  0.79
O  -7.2069  -2.2025  1.8183  -0.54
O  -6.2248  -2.9821  -0.1823  -0.72
C  1.9362  0.2383  -0.5431  -0.06
S  0.7775  -0.9992  -0.5654  -0.01
S  3.2934  0.2064  -1.7890  0.21
C  4.1365  -1.4351  -1.5434  -0.53
C  3.3348  -2.6738  -2.1860  -0.43
C  2.4305  -2.2791  -3.4442  -0.73
H  2.7345  1.1068  4.2759  0.21
H  1.5612  -0.2587  3.9702  0.21
H  3.1524  -0.6956  4.7408  0.22
H  2.4673  -0.7951  1.9060  0.22
H  4.0942  -1.1114  2.6710  0.21
H  4.5351  1.6157  2.5746  0.23
H  4.8704  0.5656  1.1239  0.21
H  2.7935  2.7707  1.5899  0.21
H  3.6446  2.3114  0.0397  0.20
H  1.0479  2.3130  -1.2853  0.20
H  1.2417  3.3735  0.1899  0.23
H  -0.7964  1.2749  0.9506  0.24
H  -0.9860  3.1103  0.8874  0.21
H  -0.9318  1.9427  -1.9821  0.22
H  -2.2410  2.9907  -1.1360  0.22
H  -2.7109  0.2514  -1.9849  0.23
H  -1.9387  -0.0232  -0.3346  0.25
H  -4.4874  1.4981  1.6676  0.39
H  -3.2664  2.4002  1.0769  0.40
H  -4.8882  -0.7208  -1.3834  0.25
H  -3.9184  -1.2450  0.0807  0.25
H  -6.7835  0.1666  0.0189  0.25
H  -5.9170  -0.0543  1.6189  0.23
H  -5.9447  -3.8055  0.2854  0.51
H  5.1995  -1.4706  -1.9539  0.26
H  4.2389  -1.5966  -0.4084  0.25
H  4.0668  -3.4957  -2.5142  0.24
H  2.6754  -3.1235  -1.3577  0.25
H  2.8779  -1.4191  -4.0914  0.15
H  1.3591  -1.9179  -3.1359  0.23
H  2.2680  -3.2129  -4.1177  0.24
Ca  1.3204  -1.1897  -5.2703  0.57

Total charge   +1
Highest occupied orbital energy   -7.64 eV

No. 2
Molecular formula: C16H31F3P2Pb
Method: DFT, the ωB97M-V functional and the def2-TZVPD basis

Each line ends with the natural charge from an NBO analysis.
Geometry (Å):
P  1.3916  -1.8662  -2.3065  0.78
P  1.0622  2.1870  -1.4860  0.77
C  1.6554  -0.2183  -3.2995  -0.68
C  2.1368  1.0090  -2.5142  -0.73
H  0.7796  0.0561  -3.8746  0.16
H  2.4925  -0.4636  -4.0006  0.24
H  2.8359  0.5736  -1.7607  0.26
H  2.6625  1.6959  -3.2287  0.23
C  -0.3352  2.9278  -2.4680  -0.94
H  -1.0573  3.3363  -1.7588  0.27
H  -0.9131  2.2345  -3.0899  0.15
H  0.0286  3.7649  -3.0803  0.24
C  2.1184  3.6688  -1.7761  -0.92
H  1.8084  4.2029  -2.6752  0.22
H  3.1747  3.4281  -1.8790  0.25
H  1.9866  4.3467  -0.9294  0.26
C  0.1496  -3.0570  -3.1027  -0.93
H  0.3665  -4.0493  -2.6667  0.29
H  0.2898  -3.1541  -4.1912  0.20
H  -0.9133  -2.8428  -2.8931  0.19
C  2.8013  -2.7514  -3.0738  -0.94
H  3.6612  -2.0886  -3.2105  0.25
H  2.5284  -3.2099  -4.0296  0.21
H  3.0754  -3.5373  -2.3713  0.26
Pb  -1.8710  -0.4591  -3.7167  1.49
C  -0.5419  1.1510  -5.3352  -0.14
C  -1.9444  1.2310  -5.2669  -0.40
C  -2.8946  0.4751  -6.1984  -0.49
C  -2.3069  -0.8477  -6.6649  -0.43
C  -1.4289  -1.5950  -5.6340  -0.61
C  -0.0390  -1.7010  -5.8172  0.13
C  0.8420  -0.6995  -6.4418  -0.52
C  0.3135  0.7391  -6.4798  -0.49
C  -1.2583  -1.0153  -1.0482  -0.59
H  0.0321  1.7697  -4.6275  0.27
H  -2.3872  2.0317  -4.6425  0.30
H  -3.2183  1.0733  -7.0729  0.31
H  -3.8077  0.2170  -5.6382  0.24
H  -3.0805  -1.6056  -6.8707  0.28
H  -1.7769  -0.7211  -7.6278  0.25
H  -1.9453  -2.4783  -5.1503  0.27
H  0.3378  -2.7143  -5.9321  0.25
H  1.0887  -0.9927  -7.4851  0.31
H  1.8179  -0.7130  -5.9226  0.28
H  1.1773  1.4305  -6.4726  0.28
H  -0.1547  0.9400  -7.4593  0.26
H  -0.2170  -0.7803  -0.7454  0.24
H  -1.4392  -2.1197  -1.0768  0.21
H  -1.9871  -0.4384  -0.4464  0.21
F  -1.9714  3.1264  0.1878  -0.32
C  -1.9377  1.8426  0.6029  0.96
F  -0.9280  1.7470  1.5118  -0.30
F  -3.1351  1.6156  1.2400  -0.31

Total charge   +2
Relative energy (zero: lowest compared OMol25 entry of this formula, charge and spin)   113.0 kJ/mol
Highest occupied orbital energy (alpha / beta)   -14.00 / -13.99 eV

No. 3
Molecular formula: C16H31NO10
Method: DFT, the ωB97M-V functional and the def2-TZVPD basis

Each line ends with the natural charge from an NBO analysis.
Geometry (Å):
N  5.3423  3.9121  -1.3765  -0.76
C  4.0090  4.2384  -1.1599  0.06
C  2.9767  3.4252  -1.1338  0.12
O  2.8819  2.1147  -1.3943  -0.66
C  1.8650  4.1618  -0.4845  0.72
O  1.0027  3.6875  0.1576  -0.50
O  2.2299  5.5092  -0.3046  -0.49
C  3.3895  5.5829  -1.0411  0.74
O  3.6433  6.4791  -1.7688  -0.49
H  5.5024  3.1250  -0.7571  0.39
H  5.8682  4.6661  -0.9458  0.38
H  2.4124  2.0435  -2.2305  0.50
C  3.8767  -5.3273  0.0929  -0.25
O  3.6904  -3.9405  -0.0821  -0.55
C  4.4869  -3.3907  -1.1171  -0.09
C  3.7669  -2.2704  -1.8359  -0.08
O  2.7275  -2.6925  -2.7065  -0.54
C  1.5304  -3.2042  -2.1358  -0.08
C  0.6630  -2.1668  -1.4579  -0.09
O  1.2127  -1.7591  -0.2175  -0.55
C  1.0228  -0.3867  0.0523  -0.24
H  4.8474  -5.5384  0.5557  0.17
H  3.0857  -5.6874  0.7485  0.19
H  3.8009  -5.8612  -0.8610  0.16
H  4.7674  -4.1610  -1.8439  0.17
H  5.4028  -2.9878  -0.6635  0.17
H  4.4977  -1.7872  -2.4893  0.18
H  3.4162  -1.5108  -1.1356  0.19
H  1.7335  -4.0490  -1.4769  0.19
H  0.9631  -3.5938  -2.9846  0.19
H  -0.3240  -2.6068  -1.2617  0.17
H  0.5371  -1.3108  -2.1302  0.17
H  1.3400  0.2267  -0.7941  0.16
H  1.6413  -0.1260  0.9093  0.19
H  -0.0260  -0.1772  0.2921  0.17
C  -1.6607  2.0796  1.8738  -0.25
O  -3.0672  1.9550  1.8920  -0.55
C  -3.6831  2.4106  0.7010  -0.09
C  -4.8998  1.5806  0.3550  -0.08
O  -4.6090  0.2860  -0.1528  -0.54
C  -4.0914  -0.6909  0.7390  -0.08
C  -5.0876  -1.2185  1.7485  -0.09
O  -5.3501  -0.2696  2.7688  -0.55
C  -6.6903  -0.2721  3.2061  -0.25
H  -1.3588  3.1274  1.9677  0.18
H  -1.2666  1.5180  2.7198  0.19
H  -1.2375  1.6577  0.9560  0.16
H  -2.9789  2.3803  -0.1380  0.17
H  -3.9964  3.4521  0.8563  0.17
H  -5.4156  2.0906  -0.4622  0.19
H  -5.5990  1.5333  1.1907  0.19
H  -3.1780  -0.3424  1.2228  0.19
H  -3.8101  -1.5302  0.0977  0.18
H  -4.6642  -2.1142  2.2225  0.17
H  -6.0103  -1.4992  1.2294  0.17
H  -7.3841  -0.2102  2.3600  0.16
H  -6.8353  0.6076  3.8309  0.19
H  -6.9098  -1.1683  3.7972  0.17

Total charge   0
Highest occupied orbital energy   -9.01 eV
SMILES string   NC1=C(O)C(=O)OC1=O.COCCOCCOC.COCCOCCOC

No. 4
Molecular formula: C16H31NO2
Method: DFT, the ωB97M-V functional and the def2-TZVPD basis

Each line ends with the natural charge from an NBO analysis.
Geometry (Å):
C  -5.4262  -2.6309  -0.7335  -0.60
C  -4.8137  -1.5951  0.1631  -0.38
C  -3.5821  -0.7592  -0.3963  -0.39
C  -3.1708  0.1558  0.5986  -0.40
H  -3.9956  0.7234  0.7048  0.22
C  -2.0567  0.8709  0.1630  -0.42
C  -2.5088  1.9398  -0.6942  -0.38
C  -1.2953  2.6297  -1.8298  -0.63
H  -0.8848  1.8378  -2.3982  0.20
H  -0.4660  2.9925  -1.0821  0.21
H  -1.6996  3.5778  -2.3647  0.22
H  -2.9708  2.9808  -0.3921  0.24
H  -3.1667  1.4886  -1.6392  0.21
H  -1.3142  0.3494  -0.3703  0.22
C  -1.2388  1.5262  1.1903  0.47
O  -1.0553  0.5566  2.4472  -0.60
C  0.2879  -0.1746  2.0668  -0.13
H  0.7015  -0.3178  3.0389  0.22
H  0.2069  -0.8206  1.3614  0.16
C  0.9825  1.1023  1.3157  0.12
C  1.5771  0.5583  -0.2147  -0.28
N  2.9056  0.3205  0.1783  -0.44
C  3.7035  0.2975  -1.2019  -0.21
C  5.1485  0.0757  -0.8739  -0.39
C  5.4974  -1.0853  -0.5168  -0.38
C  4.7973  -1.2028  1.0204  -0.42
C  3.2398  -1.2023  0.7430  -0.23
H  2.7181  -0.8025  1.6550  0.21
H  2.7610  -1.9166  0.2819  0.17
H  5.1036  -0.4387  1.7192  0.20
H  4.8608  -2.0449  1.5344  0.19
H  6.5369  -1.3734  -0.2005  0.22
H  5.2222  -2.0796  -0.8484  0.22
H  5.5542  0.7541  -0.5007  0.19
H  5.6817  -0.0527  -2.0122  0.16
H  3.5516  1.3230  -1.7460  0.21
H  3.3645  -0.6416  -2.0582  0.16
H  1.0326  -0.2589  -0.2668  0.16
H  1.5341  1.4406  -0.8099  0.22
H  1.6995  1.6459  1.8796  0.19
O  0.1131  1.9818  1.1323  -0.53
H  -1.9564  2.4253  2.0082  0.19
H  -3.0557  -0.3600  1.5850  0.24
H  -4.0508  -0.5089  -1.2872  0.21
H  -3.0557  -1.5142  -0.6489  0.19
H  -4.5554  -2.1345  1.0993  0.19
H  -5.6771  -0.9713  0.4133  0.19
H  -6.2169  -3.2894  -0.3787  0.22
H  -4.6801  -3.2807  -1.1244  0.19
H  -5.8878  -2.0977  -1.7105  0.18

Total charge   0
Relative energy (zero: lowest compared OMol25 entry of this formula, charge and spin)   1668.2 kJ/mol
Highest occupied orbital energy   -8.18 eV

No. 5
Molecular formula: C16H31NP2Sn
Method: DFT, the ωB97M-V functional and the def2-TZVPD basis

Each line ends with the natural charge from an NBO analysis.
Geometry (Å):
P  0.5613  0.6102  -2.8110  0.78
P  -0.4653  -2.2896  -1.9503  0.78
C  0.7214  -0.7852  -4.0385  -0.70
C  -0.2703  -1.9241  -3.7692  -0.70
H  1.7482  -1.1649  -3.9634  0.22
H  0.5949  -0.3895  -5.0557  0.22
H  -1.2611  -1.6481  -4.1509  0.22
H  0.0359  -2.8405  -4.2924  0.22
C  0.7221  -3.7088  -1.7982  -0.93
H  0.5976  -4.1795  -0.8176  0.23
H  1.7511  -3.3421  -1.8620  0.23
H  0.5628  -4.4643  -2.5779  0.21
C  -2.0494  -3.2537  -2.0305  -0.93
H  -2.0093  -4.0529  -2.7810  0.22
H  -2.8753  -2.5780  -2.2751  0.23
H  -2.2570  -3.6973  -1.0514  0.23
C  2.1874  1.4464  -3.1296  -0.93
H  2.2175  2.4019  -2.5962  0.23
H  2.3549  1.6310  -4.1980  0.22
H  3.0000  0.8216  -2.7455  0.23
C  -0.5369  1.7460  -3.7863  -0.93
H  -1.5523  1.3401  -3.8248  0.23
H  -0.1714  1.8928  -4.8105  0.21
H  -0.5865  2.7180  -3.2849  0.23
Sn  -0.3501  1.1185  3.8784  1.22
C  -1.4065  -0.4416  2.6906  -0.30
C  -0.0935  -0.8719  2.8520  -0.35
C  0.9871  -0.7894  1.7863  -0.44
C  1.8455  0.4954  1.8836  -0.42
C  1.0660  1.7321  2.2724  -0.33
C  -0.2118  2.0691  1.8381  -0.32
C  -1.0227  1.2801  0.8234  -0.46
C  -1.9780  0.2490  1.4723  -0.42
C  -0.0074  2.8724  4.9378  -1.20
H  -2.1483  -0.8366  3.3820  0.25
H  0.1049  -1.5499  3.6788  0.25
H  0.5338  -0.8702  0.7945  0.23
H  1.6487  -1.6554  1.8925  0.23
H  2.6185  0.3456  2.6450  0.22
H  2.3747  0.6618  0.9328  0.21
H  1.6583  2.5193  2.7351  0.25
H  -0.5414  3.0894  2.0203  0.25
H  -0.3493  0.7844  0.1187  0.24
H  -1.6213  1.9819  0.2334  0.23
H  -2.8906  0.7651  1.7892  0.22
H  -2.2869  -0.4952  0.7222  0.22
H  -0.8345  3.0923  5.6204  0.39
H  0.1387  3.7291  4.2671  0.29
H  0.9008  2.7457  5.5412  0.28
N  -0.6319  2.0188  7.0000  -0.57
C  -0.5229  1.6706  5.7929  -0.17

Total charge   0
Relative energy (zero: lowest compared OMol25 entry of this formula, charge and spin)   747.2 kJ/mol
Highest occupied orbital energy (alpha / beta)   -5.96 / -5.96 eV

In order of appearance, max |F| = 0.141; 0.084; 0.040; 0.342; 0.176 Eh/bohr.